18
Properties=species:S:1:pos:R:3:forces:R:3:mulliken_charge:R:1 method="wB97M-V/def2-TZVPD" homo_lumo_gap_ev=9.82 de_lowest_kj_mol=272.5 homo_energy_ev=-9.03 multiplicity=1
C -1.2610 -0.9719 1.1642 2.130 3.420 -2.839 -0.5163
C -1.0638 -0.1152 0.1075 0.873 -3.059 1.147 -0.7703
C -0.1016 -1.3807 1.9242 1.426 1.894 2.177 -0.5572
C 0.3680 0.2075 -0.3233 -0.958 -0.689 0.777 1.1675
C 0.5458 1.6843 -0.0603 3.131 -0.610 -2.992 -1.6030
C 0.6843 -0.3842 -1.7042 -1.323 0.502 1.985 -1.5603
O 1.9325 -1.9495 0.3290 0.660 0.425 0.304 -0.6207
S 1.5070 -0.6910 1.0193 -2.698 -1.566 -0.590 0.3531
H -2.1830 -1.0165 1.5844 -2.877 -0.855 0.911 0.4784
H -1.8529 0.0851 -0.5907 -0.459 0.617 -0.041 0.4224
H -0.1906 -1.2496 3.0603 0.218 1.041 -1.358 0.3290
H 0.0444 -2.4012 2.0016 0.707 -2.407 -0.940 0.3810
H 0.2334 2.3325 -0.8757 0.106 -0.109 -0.342 0.3894
H 1.6039 1.8819 0.1948 -0.496 0.304 -0.157 0.3762
H -0.0605 1.8892 0.6989 -2.169 1.294 3.545 0.5031
H 0.9191 -1.3998 -1.5257 1.058 -1.056 -0.168 0.4541
H 1.3656 0.2226 -2.2020 1.686 0.549 -0.945 0.3968
H -0.1974 -0.4340 -2.2963 -1.016 0.305 -0.474 0.3767